# 1
# C9H14N2PPb

A molecular structure, C9H14N2PPb in a non-equilibrium geometry (ωB97M-V/def2-TZVPD, OMol25).

ORCA input file:
```
! wB97M-V def2-TZVPD RIJCOSX def2/J DEFGRID3
* xyz -1 1
C 1.0940 1.1181 -0.7986
C 2.0905 1.8686 -0.1975
C 1.7379 2.7978 0.8223
C 0.3794 3.2139 0.9148
C -0.5848 2.4680 0.2787
Pb 0.1260 0.4891 1.1094
P 0.8453 -2.4556 -0.9983
H 1.2162 0.4382 -1.6653
H 3.1613 1.7992 -0.4578
H 2.5048 3.3902 1.3031
H -1.6442 2.7587 0.1864
H 0.1703 4.1474 1.4592
H 0.7486 -3.6830 -0.2672
H 2.1078 -2.7681 -1.5960
H 0.0505 -2.8748 -2.1117
C -2.6993 -2.3826 0.9796
C -2.8084 -1.2388 0.0489
N -1.9148 -0.2845 -0.1891
C -2.4501 0.5472 -1.1716
C -3.6946 0.1014 -1.4947
N -3.9038 -1.0319 -0.7170
H -3.3427 -2.2054 1.8538
H -3.0227 -3.2978 0.4636
H -1.6518 -2.4742 1.2930
H -1.9447 1.4405 -1.5168
H -4.4086 0.4985 -2.1971
H -4.7409 -1.6095 -0.6911
*
```

Output
Highest occupied orbital energy (alpha / beta) in eV: -0.81 / -0.81
Gap between HOMO and LUMO (alpha / beta) in eV: 3.545 / 3.547
Energy above the lowest of the compared OMol25 structures with the same formula, charge and spin in kJ/mol: 56.3
Calculated total energy in eV: -27071.051

Mulliken population analysis, charges in e, atoms 1 to 5:
1. C -0.78
2. C -0.13
3. C -1.02
4. C 0.00
5. C -0.76

# 2
# C49H61BBrFN3O10PS

3 unconnected molecules or ions with the total composition C49H61BBrFN3O10PS in a non-equilibrium geometry (ωB97M-V/def2-TZVPD, OMol25).

ORCA input file:
```
! wB97M-V def2-TZVPD RIJCOSX def2/J DEFGRID3
* xyz 0 1
C -8.4907 2.3468 -3.4531
C -7.5980 1.7668 -2.2032
C -6.6467 2.9295 -1.4729
C -5.1899 2.9496 -2.2952
C -4.1019 2.2827 -1.2112
C -2.6010 2.1441 -1.7977
O -1.8918 0.9134 -1.7316
C -2.5607 -0.3423 -1.7487
Br -3.9965 -0.6125 -3.1570
C -3.1178 -0.9443 -0.3248
C -2.6928 -0.0892 1.0055
N -3.7068 0.2411 1.9054
C -1.3969 -1.4667 -2.2340
O -0.7197 -0.7212 -3.3499
C -0.2494 -1.7238 -1.1066
N 0.5946 -0.5350 -0.7209
C 2.0278 -0.9117 -0.3953
O -2.1988 -2.5946 -2.6547
C -1.5355 -3.8485 -2.9169
F -2.5546 -4.6671 -3.6881
C -0.2322 -3.8162 -3.9170
C -0.5848 -3.6052 -5.5117
C -1.7406 -2.4916 -5.8310
C -0.8428 -5.0467 -6.3208
N -1.1889 -4.7116 -1.7280
C -2.3172 -5.5559 -1.2135
C -3.6588 -4.7022 -0.7254
B -2.3998 2.7647 -3.3465
O -2.1489 1.8490 -4.5159
C -2.4060 4.3740 -3.7055
C -2.9339 4.5085 -5.2862
P -1.5394 3.3864 -0.7179
O -1.2235 2.7800 0.8870
O -2.2956 4.9433 -0.5380
S 0.2468 3.6739 -1.5346
H -9.1563 1.4740 -3.9227
H -9.2665 3.1301 -3.0152
H -7.8702 2.7857 -4.3442
H -6.9505 0.8729 -2.6456
H -8.3549 1.2627 -1.4508
H -6.4805 2.5761 -0.3697
H -7.1995 3.9553 -1.5853
H -4.9791 4.0774 -2.5189
H -5.3637 2.2776 -3.2377
H -4.1262 3.0355 -0.2844
H -4.6258 1.3082 -0.8385
H -4.3083 -0.9413 -0.4172
H -2.8387 -2.0872 -0.1430
H -1.5922 0.2311 1.3017
H -4.6302 -0.1119 1.5719
H 0.2702 -0.8635 -3.3139
H 0.5119 -2.5451 -1.5218
H -0.6493 -2.1965 -0.0860
H 0.1603 0.0627 0.0157
H 2.0058 -1.9267 0.2172
H 2.6560 -1.1461 -1.3751
H 2.6320 -0.0546 0.1619
H 0.3637 -4.8503 -3.8681
H 0.5700 -2.9930 -3.6496
H 0.4192 -3.1815 -6.0012
H -2.0626 -2.6594 -6.9675
H -2.7356 -2.6154 -5.2081
H -1.3317 -1.3724 -5.8013
H -0.1541 -5.0844 -7.2943
H -0.5681 -5.9042 -5.5736
H -1.9671 -5.0645 -6.6874
H -0.2843 -5.2175 -1.8257
H -1.9172 -6.0636 -0.2079
H -2.5997 -6.4875 -1.9048
H -4.1082 -4.0236 -1.5877
H -4.5112 -5.5041 -0.4897
H -3.4912 -4.1221 0.2855
H -1.2055 2.0781 -4.7956
H -1.3175 4.8029 -3.6865
H -3.0875 5.0328 -3.0212
H -3.8678 3.7769 -5.3747
H -2.0795 4.2153 -6.0416
H -3.3091 5.6178 -5.3988
H -2.0466 2.7716 1.4619
H -3.2501 4.9520 -0.8416
C -2.0702 2.1707 4.3774
C -1.7460 0.8669 4.7517
C -0.5719 0.6163 5.4635
C 0.2877 1.6716 5.7919
C -0.0242 2.9718 5.3963
C -1.2119 3.2237 4.6973
C 0.8994 4.0855 5.6939
O 0.6244 5.2284 5.3499
C 2.1623 3.8008 6.4040
C 3.0739 4.8379 6.6415
C 4.2646 4.5798 7.3241
C 4.5434 3.2911 7.7785
C 3.6397 2.2551 7.5383
C 2.4512 2.5090 6.8409
C 1.5185 1.3995 6.5606
O 1.7650 0.2657 6.9555
H -2.9898 2.3674 3.8306
H -2.4087 0.0446 4.4913
H -0.3279 -0.4034 5.7569
H -1.4687 4.2381 4.3970
H 2.8623 5.8475 6.2929
H 4.9734 5.3854 7.5029
H 5.4675 3.0913 8.3166
H 3.8664 1.2505 7.8917
C 3.9655 -1.5996 3.1944
C 4.5510 -0.4727 3.7708
C 5.8818 -0.1574 3.4919
C 6.6338 -0.9786 2.6430
C 6.0556 -2.1188 2.0864
C 4.7146 -2.4238 2.3534
C 6.8536 -3.0192 1.2293
O 6.3454 -4.0190 0.7371
C 8.2742 -2.7021 0.9815
C 9.0578 -3.5776 0.2184
C 10.3988 -3.2786 -0.0320
C 10.9572 -2.1032 0.4696
C 10.1804 -1.2320 1.2348
C 8.8387 -1.5373 1.4993
C 8.0354 -0.6274 2.3395
O 8.5266 0.4035 2.7846
H 2.9256 -1.8404 3.4044
H 3.9709 0.1626 4.4363
H 6.3308 0.7268 3.9414
H 4.2524 -3.3048 1.9115
H 8.6287 -4.4958 -0.1796
H 11.0068 -3.9624 -0.6204
H 11.9997 -1.8664 0.2686
H 10.6245 -0.3187 1.6271
*
```

Output
Highest occupied orbital energy in eV: -8.69
Gap between HOMO and LUMO in eV: 7.603
Energy above the lowest of the compared OMol25 structures with the same formula, charge and spin in kJ/mol: 1127.7
Calculated total energy in eV: -170300.280

Mulliken population analysis, charges in e, atoms 1 to 5:
1. C -1.00
2. C -0.27
3. C -0.56
4. C 0.09
5. C -0.49

# 3
# C33H36BiIN4O4SeSi

A molecular structure, C33H36BiIN4O4SeSi (ωB97M-V/def2-TZVPD, OMol25).

ORCA input file:
```
! wB97M-V def2-TZVPD RIJCOSX def2/J DEFGRID3
* xyz 0 1
Bi 0.4831 0.2091 0.9706
O 1.6471 -2.8534 -2.4912
C 1.2280 -2.1377 -1.4005
O 1.5939 -0.8111 -1.3367
C 0.4471 -2.6577 -0.4495
C -0.0428 -4.0327 -0.5172
C -0.9344 -4.4874 0.3753
C -1.4173 -3.6291 1.4324
C -0.9308 -2.3806 1.5114
N 0.0027 -1.8750 0.6273
C -1.4095 -1.4348 2.5916
O -2.2479 -1.7622 3.3953
O -0.8423 -0.2395 2.5790
H 2.5927 -3.0345 -2.4051
H 0.3244 -4.6476 -1.3261
H -1.3113 -5.4998 0.2961
H -2.1401 -3.9529 2.1655
N -2.7527 1.0620 0.2590
C -3.0940 2.3205 0.7413
C -4.3316 2.6135 1.2626
C -4.6384 3.9017 1.7462
C -3.7165 4.9091 1.7094
C -2.4204 4.6345 1.2159
C -1.3875 5.5991 1.1959
C -0.1352 5.2509 0.7824
C 0.0909 3.9187 0.3789
N -0.8459 3.0053 0.3417
C -2.0993 3.3420 0.7489
H -3.5047 0.3919 0.2492
H -2.2170 1.0498 -0.5931
H -5.0878 1.8369 1.2889
H -5.6313 4.0910 2.1345
H -3.9554 5.9027 2.0686
H -1.6016 6.6094 1.5263
H 0.6780 5.9643 0.7754
H 1.0898 3.6014 0.0849
C 4.0508 0.4976 -1.7966
Si 2.3434 0.2275 -2.4458
C 1.3808 1.8243 -2.3931
C 2.3806 -0.4154 -4.1852
H 4.5651 1.2961 -2.3420
H 4.6615 -0.4083 -1.8612
H 3.9938 0.7702 -0.7415
H 2.0588 2.6824 -2.3435
H 0.7110 1.8677 -1.5302
H 0.7672 1.9374 -3.2898
H 2.5337 0.4336 -4.8603
H 1.4441 -0.9050 -4.4553
H 3.1948 -1.1252 -4.3559
I -0.5522 -3.0541 -5.4125
C -1.2348 -1.1977 -4.7735
C -1.5136 -0.1920 -5.6812
C -1.9756 1.0197 -5.1942
C -2.1360 1.1699 -3.8260
N -1.8664 0.2030 -2.9476
C -1.4251 -0.9657 -3.4152
H -1.3772 -0.3508 -6.7429
H -2.2087 1.8337 -5.8677
H -2.4909 2.1078 -3.4115
H -1.2178 -1.7405 -2.6848
C 4.7393 4.0024 6.1997
C 4.2038 3.0210 5.1897
C 2.8865 2.5963 5.2223
C 2.3858 1.6503 4.3262
C 0.9390 1.2581 4.4211
C 3.2484 1.1174 3.3639
Se 2.7186 -0.3872 2.2611
C 4.5795 1.5617 3.2797
C 5.5464 1.0770 2.2307
C 5.0272 2.5031 4.1976
H 3.9767 4.2697 6.9305
H 5.0840 4.9197 5.7174
H 5.5889 3.5778 6.7378
H 2.2170 2.9938 5.9795
H 0.4904 1.6542 5.3324
H 0.8050 0.1762 4.4095
H 0.3633 1.6564 3.5807
H 5.5519 -0.0090 2.1470
H 6.5570 1.4137 2.4631
H 5.2781 1.4744 1.2515
H 6.0599 2.8349 4.1403
*
```

Output
Highest occupied orbital energy in eV: -6.33
Gap between HOMO and LUMO in eV: 6.394
Energy above the lowest of the compared OMol25 structures with the same formula, charge and spin in kJ/mol: 37.2
Calculated total energy in eV: -136123.064

Mulliken population analysis, charges in e, atoms 1 to 5:
1. Bi 1.47
2. O -0.54
3. C 0.13
4. O 0.01
5. C 0.30

# 4
# C42H56BiF5IN6O6PS2SeTe

A molecular structure, C42H56BiF5IN6O6PS2SeTe in a non-equilibrium geometry (ωB97M-V/def2-TZVPD, OMol25).

ORCA input file:
```
! wB97M-V def2-TZVPD RIJCOSX def2/J DEFGRID3
* xyz 0 1
Bi -1.3469 0.2969 -1.1014
I -0.1727 -2.7788 0.9492
C 1.5152 -3.7118 1.7993
C 1.1421 -4.8431 2.4706
C 2.0768 -5.6793 3.1102
C 3.3873 -5.3488 3.0585
C 3.8207 -4.1842 2.3738
C 5.2074 -3.9177 2.3836
C 5.7146 -2.8325 1.7437
C 4.8319 -1.9713 1.0807
C 3.4696 -2.1578 1.0415
P 2.5414 -0.7353 0.2327
C 3.4878 -0.6147 -1.3643
C 3.6432 0.6793 -2.1865
C 4.5640 0.5890 -3.4543
C 4.8887 -0.8172 -3.8786
C 4.5412 -1.8946 -3.1954
C 3.8567 -1.7757 -1.9096
C 3.2260 0.5298 1.3961
C 4.1298 1.5545 1.1415
C 4.4564 2.4810 2.1254
C 3.8918 2.3935 3.3860
C 3.0184 1.3509 3.6688
C 2.6972 0.4301 2.6864
C 2.9006 -3.3072 1.7046
H 0.0948 -5.1076 2.5086
H 1.7383 -6.5656 3.6303
H 4.1375 -5.9697 3.5329
H 5.8556 -4.6016 2.9183
H 6.7761 -2.6225 1.7501
H 5.2482 -1.1023 0.5869
H 4.0191 1.4653 -1.5365
H 5.5097 1.0648 -3.1741
H 5.4651 -0.9028 -4.7931
H 4.8067 -2.8841 -3.5458
H 3.6938 -2.6934 -1.3579
H 4.6146 1.6465 0.1822
H 5.1475 3.2816 1.8944
H 4.1309 3.1276 4.1440
H 2.5717 1.2647 4.6513
H 2.0226 -0.3869 2.9281
O -0.3123 0.4961 1.4019
H -0.2198 1.4855 1.4963
H 0.5721 0.2288 1.1001
Se -3.3104 -3.7048 -3.2442
C -2.7749 -2.4449 -2.1382
N -2.3986 -1.6328 -1.3773
C 1.1568 -2.2746 -4.8261
N 0.5285 -3.2093 -3.9138
C 0.1393 -4.4980 -4.4468
C 0.3038 -2.8992 -2.6307
O 0.5931 -1.8462 -2.0767
H 0.5186 -2.1301 -5.7005
H 2.1258 -2.6580 -5.1562
H 1.2917 -1.3249 -4.3182
H 1.0172 -5.0517 -4.7892
H -0.5393 -4.3630 -5.2910
H -0.3772 -5.0738 -3.6822
H -0.1888 -3.7153 -2.0802
C -2.4150 4.1962 -4.6275
N -3.0469 3.0261 -4.0193
C -4.4006 2.8175 -4.0851
C -5.0048 1.8151 -3.4423
C -4.2340 0.9504 -2.5607
O -4.7192 0.0856 -1.8584
N -2.8514 1.1968 -2.5572
C -2.2807 2.2457 -3.2085
O -1.0665 2.4842 -3.0866
H -3.1258 4.6499 -5.3137
H -1.5224 3.8884 -5.1655
H -2.1281 4.9022 -3.8502
H -4.9471 3.5290 -4.6887
H -6.0719 1.6701 -3.4960
C -3.2542 2.0860 6.1428
C -3.0214 3.4851 5.5649
C -3.2240 3.6058 4.0549
C -2.2343 2.8251 3.1953
N -2.5802 1.3967 3.1182
C -2.9102 0.7041 2.0438
S -3.0946 1.4885 0.5115
N -3.1182 -0.6119 2.1567
C -4.0954 -1.3635 1.3510
C -5.5108 -1.2195 1.9012
C -5.6551 -1.5443 3.3876
C -5.2100 -2.9610 3.7461
H -3.3648 2.1275 7.2262
H -2.4135 1.4152 5.9424
H -4.1664 1.6405 5.7362
H -2.0088 3.8136 5.8152
H -3.7093 4.1784 6.0532
H -3.1118 4.6565 3.7791
H -4.2426 3.3090 3.7864
H -1.2206 2.9123 3.5893
H -2.2211 3.2210 2.1857
H -2.5330 0.8868 3.9884
H -2.9088 -1.0211 3.0572
H -3.7678 -2.4031 1.3444
H -4.0725 -0.9937 0.3304
H -6.1630 -1.8746 1.3183
H -5.8375 -0.1909 1.7227
H -6.7056 -1.4243 3.6606
H -5.1001 -0.8155 3.9880
H -5.7475 -3.6947 3.1415
H -5.4108 -3.1837 4.7943
H -4.1419 -3.1152 3.5724
F -0.6281 4.9606 -2.0039
Te -0.7120 3.6069 -0.6522
F -0.0894 3.0310 1.2919
F -2.6402 3.8089 -1.1834
F 1.0539 4.3412 -0.4864
F -1.2742 5.0082 0.4434
O 1.3847 1.4323 -1.1522
C 2.1894 3.0278 -3.0749
S 1.9658 1.3703 -2.4940
C 4.0707 1.3285 -4.7157
O 1.2524 0.5950 -3.4751
H 2.1458 3.0175 -4.1579
H 3.1336 3.4107 -2.6915
H 1.3801 3.6324 -2.6696
H 4.1562 2.4090 -4.6179
H 3.0425 1.0626 -4.9556
H 4.6920 1.0315 -5.5602
*
```

Output
Highest occupied orbital energy in eV: -7.86
Gap between HOMO and LUMO in eV: 7.677
Energy above the lowest of the compared OMol25 structures with the same formula, charge and spin in kJ/mol: 45.8
Calculated total energy in eV: -196817.962

Mulliken population analysis, charges in e, atoms 1 to 5:
1. Bi -0.22
2. I 0.25
3. C 0.36
4. C -0.60
5. C -0.93

# 5
# C4H6O2

C4H6O2 in the gas phase (ωB97M-V/def2-TZVPD, OMol25).

ORCA input file:
```
! wB97M-V def2-TZVPD RIJCOSX def2/J DEFGRID3
* xyz 0 1
C 1.3787 0.0155 0.0484
C -0.1038 0.1786 -0.2923
C -0.9006 1.0068 0.7030
O -2.1040 1.0923 0.6672
C -0.8242 -1.1533 -0.5242
O -0.2594 -2.1610 -0.8667
H 1.5694 0.2353 1.1053
H 1.6848 -1.0154 -0.1467
H 2.0120 0.6759 -0.5484
H -1.9199 -1.1150 -0.3743
H -0.2231 0.7048 -1.2537
H -0.3097 1.5355 1.4825
*
```

Output
Highest occupied orbital energy in eV: -9.95
Gap between HOMO and LUMO in eV: 10.455
Energy above the lowest of the compared OMol25 structures with the same formula, charge and spin in kJ/mol: 107.3
Calculated total energy in eV: -8339.349

Mulliken population analysis, charges in e, atoms 1 to 5:
1. C -1.14
2. C 0.53
3. C -0.14
4. O -0.47
5. C -0.14

# 6
# C3H5N3

C3H5N3 in the gas phase (ωB97M-V/def2-TZVPD, OMol25).

ORCA input file:
```
! wB97M-V def2-TZVPD RIJCOSX def2/J DEFGRID3
* xyz 0 1
N -1.8649 -0.0824 -0.8781
C -0.7749 -0.3191 -0.0903
C 0.0990 -1.1089 0.4630
N 2.2688 0.4107 -0.2974
N 1.3538 1.1360 0.1168
C 0.2638 0.3498 0.7176
H -2.3922 0.7473 -0.6462
H -2.4523 -0.8884 -1.0420
H 0.5141 -2.0865 0.6356
H 2.9960 1.0425 -0.6698
H 0.0003 0.8286 1.6679
*
```

Output
Highest occupied orbital energy in eV: -8.46
Gap between HOMO and LUMO in eV: 9.432
Energy above the lowest of the compared OMol25 structures with the same formula, charge and spin in kJ/mol: 367.0
Calculated total energy in eV: -7658.652

Mulliken population analysis, charges in e, atoms 1 to 5:
1. N -0.47
2. C 0.18
3. C -0.30
4. N -0.49
5. N -0.08

# 7
# C20H24N4O2PtS5

A molecular structure, C20H24N4O2PtS5 (ωB97M-V/def2-TZVPD, OMol25).

ORCA input file:
```
! wB97M-V def2-TZVPD RIJCOSX def2/J DEFGRID3
* xyz 2 1
Pt 0.6100 1.2617 0.6008
N 3.7091 -0.9038 2.7218
C 2.8602 -0.0097 2.2308
S 1.2391 -0.6330 1.6700
N 3.0871 1.2565 2.2582
N 2.1521 2.0270 1.6201
C 2.2862 3.2996 1.6306
C 1.2851 4.0554 0.8924
C 1.2823 5.4312 0.8288
C 0.3011 6.0664 0.0719
C -0.6230 5.2936 -0.6016
C -0.5595 3.9095 -0.4960
N 0.3589 3.2999 0.2422
H 3.5810 -1.8849 2.5330
H 4.6156 -0.5909 3.0385
H 3.1154 3.7609 2.1538
H 2.0352 5.9956 1.3614
H 0.2737 7.1455 0.0078
H -1.3912 5.7391 -1.2177
H -1.2270 3.2759 -1.0603
C -1.1496 1.6388 -4.4357
C 0.3333 1.9396 -4.2595
S 1.0890 1.5727 -2.6586
C 0.8652 -0.2034 -2.4853
C -0.4954 -0.6849 -1.9926
S -1.1248 0.0755 -0.4577
C -2.6880 0.9444 -0.8835
C -3.0854 1.1733 -2.3402
S -2.2440 2.4882 -3.2588
H -1.3553 0.5707 -4.4166
H -1.4440 1.9830 -5.4278
H 0.5150 3.0074 -4.3920
H 0.8985 1.4270 -5.0401
H 1.6452 -0.5324 -1.7960
H 1.0733 -0.6961 -3.4382
H -0.4488 -1.7533 -1.7831
H -1.2703 -0.5362 -2.7342
H -2.6639 1.8782 -0.3229
H -3.4497 0.3172 -0.4189
H -4.1317 1.4831 -2.2957
H -3.0920 0.2514 -2.9201
O -1.3753 -7.2695 4.2803
C -1.9010 -6.3689 3.4380
O -3.0741 -6.3205 3.2233
C -0.9534 -5.3945 2.7784
C -1.3462 -4.8776 1.5484
C -0.5591 -3.9396 0.9070
C 0.6217 -3.5153 1.5104
S 1.6391 -2.3670 0.6236
C 1.0253 -4.0265 2.7372
C 0.2284 -4.9652 3.3736
H -0.4120 -7.2952 4.2380
H -2.2769 -5.2177 1.1151
H -0.8565 -3.5457 -0.0558
H 1.9431 -3.7002 3.2082
H 0.5292 -5.3362 4.3454
*
```

Output
Highest occupied orbital energy in eV: -14.07
Gap between HOMO and LUMO in eV: 7.036
Energy above the lowest of the compared OMol25 structures with the same formula, charge and spin in kJ/mol: 34.6
Calculated total energy in eV: -88594.535

Mulliken population analysis, charges in e, atoms 1 to 5:
1. Pt 0.42
2. N -0.29
3. C 0.63
4. S -0.02
5. N -1.23